The following is a quantum chemistry calculation of C17H17N3O3S2 in the gas phase in a non-equilibrium geometry, from the Open Molecules 2025 dataset.

Element x y z (Å)
C -1.3564 -2.8603 0.2475
C -2.3062 -1.7106 0.1061
C -1.9528 -0.4520 0.5763
C -2.8029 0.6371 0.4688
C -4.0501 0.4615 -0.1374
C -4.4187 -0.7946 -0.5980
C -3.5542 -1.8674 -0.4785
H -3.8583 -2.8355 -0.8482
H -5.3886 -0.9296 -1.0591
O -4.8783 1.5410 -0.2620
H -5.7090 1.2611 -0.6639
C -2.3714 2.0079 0.9371
N -1.3735 2.5797 0.0532
C -0.0460 2.2696 0.0778
C 0.6142 1.8415 1.2406
C 1.9641 1.5666 1.2208
C 2.6809 1.7181 0.0478
C 2.0651 2.1742 -1.1053
C 0.7179 2.4527 -1.0892
H 0.2289 2.8067 -1.9851
H 2.6550 2.3051 -1.9986
S 4.3793 1.2252 -0.0247
O 4.8487 0.8590 1.2741
O 5.1499 2.1167 -0.8322
N 4.2931 -0.1986 -0.9521
C 3.5732 -1.2797 -0.5566
N 3.1518 -2.2144 -1.3374
C 2.4761 -3.1676 -0.6437
C 2.3640 -2.9527 0.6871
S 3.1612 -1.4767 1.1332
H 1.8825 -3.5580 1.4265
H 2.0810 -4.0069 -1.1863
H 4.4852 -0.1260 -1.9382
H 2.4820 1.2332 2.1057
H 0.0709 1.7254 2.1642
H -1.7355 2.7893 -0.8668
H -3.2344 2.6764 0.9396
H -1.9701 1.9545 1.9492
H -0.9837 -0.3174 1.0338
H -1.7054 -3.7241 -0.3120
H -0.3651 -2.5864 -0.1098
H -1.2640 -3.1440 1.2956

## Properties
HOMO energy: -8.3 eV
E_LUMO: 0.4596 eV
SMILES: Cc1ccc(O)c(CNc2ccc(S(=O)(=O)Nc3nccs3)cc2)c1
frontier orbital gap: 8.7 eV
net charge: 0

Löwdin atomic charge list, values in e, 6 entries: C -0.05; C -0.27; C 0.02; C -0.13; C -0.28; C -0.02



The following is a quantum chemistry calculation of C17H17N3O3S2 in the gas phase in a non-equilibrium geometry, from the Open Molecules 2025 dataset.

Element x y z (Å)
C 2.2586 6.3258 3.4641
H 2.7076 7.2403 3.0799
O 2.6710 5.3032 2.5908
C 2.2557 4.0304 2.8354
C 2.7024 3.0602 1.9350
C 2.3451 1.7404 2.0965
C 1.5353 1.3495 3.1589
C 1.0855 2.3149 4.0427
C 1.4407 3.6459 3.8930
H 1.0737 4.3672 4.6059
H 0.4482 2.0330 4.8688
C 1.1330 -0.0971 3.3050
C 0.2365 -0.4886 2.1896
N 0.4853 -1.3956 1.3255
N -0.4597 -1.5716 0.4065
C -1.4660 -0.7763 0.5429
N -2.5501 -0.8032 -0.2692
H -3.2740 -0.1237 -0.0964
S -2.3193 -1.1910 -1.9361
O -1.2101 -0.4418 -2.4273
O -3.6063 -0.9671 -2.5152
C -1.9419 -2.9606 -1.8572
C -1.5612 -3.3411 -3.2446
C -2.5398 -3.6610 -4.1784
C -2.1879 -3.9538 -5.4840
C -0.8579 -3.9219 -5.8688
C 0.1198 -3.5926 -4.9448
C -0.2292 -3.2997 -3.6385
H 0.5282 -3.0326 -2.9176
H 1.1567 -3.5602 -5.2438
H -0.5846 -4.1491 -6.8884
H -2.9534 -4.2030 -6.2036
H -3.5772 -3.6722 -3.8797
H -2.8528 -3.4361 -1.5088
H -1.1298 -3.0501 -1.1418
S -1.3132 0.3178 1.9138
H 0.6173 -0.2453 4.2565
H 2.0083 -0.7484 3.2680
H 2.6928 0.9980 1.3933
H 3.3301 3.3725 1.1158
H 2.6137 6.1506 4.4850
H 1.1691 6.4343 3.4715

## Properties
HOMO energy: -8.6 eV
E_LUMO: 0.4090 eV
SMILES: COc1ccc(Cc2nnc(NS(=O)(=O)Cc3ccccc3)s2)cc1
frontier orbital gap: 9.0 eV
net charge: 0

Löwdin atomic charge list, values in e, 6 entries: C -0.09; H 0.09; O -0.08; C -0.28; C 0.01; C -0.03



The following is a quantum chemistry calculation of C17H17N3O4S2 in the gas phase, from the Open Molecules 2025 dataset.

Element x y z (Å)
O 3.1814 -4.7902 3.8222
C 2.7193 -4.9864 2.7295
C 3.0552 -6.1888 1.8753
C 1.7966 -7.0267 1.5884
C 0.5087 -6.2011 1.7266
C 0.7309 -4.8010 1.2509
N 0.0748 -4.4138 0.2385
N 0.1678 -3.1335 -0.2558
C 0.0372 -1.9737 0.4524
O -0.0212 -1.9299 1.6663
C -0.0036 -0.7520 -0.3986
C -0.6466 -0.6915 -1.6315
C -0.6772 0.4891 -2.3471
C -0.0481 1.6302 -1.8525
C 0.6020 1.5739 -0.6207
C 0.6064 0.3983 0.0990
H 1.0904 0.3499 1.0623
H 1.1032 2.4532 -0.2523
N -0.0768 2.8199 -2.5644
S -0.1035 4.3146 -1.8002
O -0.6018 5.2173 -2.7884
O 1.1535 4.5753 -1.1782
C -1.3080 4.0759 -0.5252
C -1.1278 4.1749 0.8192
C -2.3067 3.8813 1.5375
C -3.3458 3.5633 0.7208
S -2.9120 3.6210 -0.9416
H -4.3471 3.2986 0.9967
H -2.3733 3.9043 2.6096
H -0.1877 4.4507 1.2592
H -0.6001 2.8172 -3.4259
H -1.1931 0.5350 -3.2952
H -1.1700 -1.5503 -2.0275
H -0.0235 -3.1090 -1.2484
C 1.7557 -4.0455 2.0433
H 2.3261 -3.3903 1.3749
H 1.2710 -3.3897 2.7737
H -0.3028 -6.6628 1.1664
H 0.2251 -6.1495 2.7808
H 1.7500 -7.8656 2.2829
H 1.8579 -7.4335 0.5785
H 3.4650 -5.8107 0.9360
H 3.8180 -6.7905 2.3691

## Properties
HOMO energy: -8.9 eV
E_LUMO: 0.1971 eV
SMILES: O=C1CCC/C(=N/NC(=O)c2ccc(NS(=O)(=O)c3cccs3)cc2)C1
frontier orbital gap: 9.1 eV
net charge: 0

Löwdin atomic charge list, values in e, 6 entries: O 0.11; C -0.41; C -0.11; C -0.16; C -0.13; C -0.28



The following is a quantum chemistry calculation of a molecular structure, C17H17N5O2S in a non-equilibrium geometry, from the Open Molecules 2025 dataset.

Element x y z (Å)
O -2.7962 -3.4837 0.4493
C -2.0812 -2.5422 0.1829
N -0.7237 -2.7117 0.0659
C 0.2948 -1.7633 -0.1193
C 0.3218 -0.5540 0.5688
C 1.3496 0.3487 0.3748
C 2.4030 0.0799 -0.5061
C 2.3720 -1.1507 -1.1779
C 1.3475 -2.0499 -0.9856
H 1.3531 -2.9888 -1.5196
H 3.1493 -1.4016 -1.8823
N 3.4063 0.9940 -0.7815
C 4.7842 0.5559 -0.9047
H 4.8404 -0.4643 -1.2764
C 5.4819 0.6386 0.4618
H 6.5408 0.3914 0.3733
O 5.4276 1.9434 0.9922
C 4.0935 2.3841 1.1269
C 3.3743 2.3326 -0.2271
H 2.3490 2.6895 -0.1466
H 3.9102 2.9830 -0.9278
H 4.1478 3.4060 1.5052
H 3.5651 1.7514 1.8569
H 4.9987 -0.0692 1.1550
H 5.2921 1.2209 -1.6110
H 1.3275 1.2630 0.9458
H -0.4449 -0.3262 1.2950
H -0.4444 -3.6825 0.0456
N -2.5053 -1.2583 -0.0642
C -3.7833 -0.7213 0.0232
C -3.9516 0.5941 -0.3514
C -5.2293 1.1569 -0.2578
N -5.5952 2.4021 -0.5695
S -7.1734 2.5548 -0.2854
N -7.4735 1.0665 0.2440
C -6.3378 0.3709 0.2223
C -6.1323 -0.9681 0.5989
C -4.8777 -1.4923 0.4984
H -4.6892 -2.5167 0.7740
H -6.9625 -1.5544 0.9578
H -3.1285 1.1923 -0.7121
H -1.8005 -0.6207 -0.4114

## Properties
HOMO energy: -7.8 eV
E_LUMO: -0.3806 eV
frontier orbital gap: 7.4 eV
net charge: 0

Löwdin atomic charge list, values in e, 6 entries: O 0.07; C -0.52; N 0.13; C -0.26; C -0.04; C -0.02



The following is a quantum chemistry calculation of a molecular structure, C17H17N7SSeZn in a non-equilibrium geometry, from the Open Molecules 2025 dataset.

Element x y z (Å)
Zn -1.0419 0.0956 -0.1332
N -4.9982 -1.0329 1.1288
C -3.9664 -0.4263 0.5156
S -3.2181 -1.2323 -0.7842
N -3.6687 0.7915 0.9390
N -2.5863 1.3174 0.4099
C -2.2886 2.5660 0.4991
C -1.1521 3.0376 -0.2406
C -0.7569 4.3789 -0.1738
C 0.2827 4.8185 -0.9637
C 0.9209 3.9049 -1.7937
C 0.4849 2.5918 -1.7859
N -0.5122 2.1564 -1.0320
H -5.3729 -1.8789 0.7374
H -5.5154 -0.5177 1.8209
H -2.8951 3.2658 1.0651
H -1.2806 5.0461 0.4922
H 0.5895 5.8533 -0.9477
H 1.7265 4.2072 -2.4427
H 0.9601 1.8553 -2.4203
Se 0.4816 0.6537 1.8074
C 2.1931 0.4031 1.0436
C 2.3969 0.2442 -0.3227
C 3.6930 0.1267 -0.7900
N 4.7632 0.1322 -0.0131
C 4.5646 0.2518 1.2915
C 3.3177 0.3991 1.8672
H 1.5578 0.1993 -1.0043
H 3.8917 0.0109 -1.8492
H 5.4555 0.2169 1.9066
H 3.1981 0.4918 2.9364
N 0.3093 -2.3204 -2.1455
C 0.0579 -2.8746 -0.9297
C 0.2947 -4.2393 -0.6858
C 0.0634 -4.7481 0.5712
C -0.4253 -3.9038 1.5654
C -0.6257 -2.5809 1.2449
N -0.3728 -2.0680 0.0418
H 0.3914 -2.9494 -2.9271
H -0.1258 -1.4288 -2.3291
H 0.6354 -4.8784 -1.4861
H 0.2341 -5.7931 0.7836
H -0.6478 -4.2614 2.5584
H -1.0133 -1.8832 1.9760

## Properties
HOMO energy: -7.3 eV
E_LUMO: -0.4324 eV
frontier orbital gap: 6.8 eV
net charge: 0

Löwdin atomic charge list, values in e, 6 entries: Zn 0.45; N 0.07; C -0.91; S 0.59; N -0.02; N -0.15



Calculated energy relative to the best compared isomer or geometry (same formula, charge and spin) in order - 27.4 49.9 46.3 28.4 31.7 kcal/mol